<i>
ORCA calculation (ωB97M-V/def2-TZVPD) on C23H36N4O2 in the gas phase.

The geometry in XYZ format:
```
65
Properties=species:S:1:pos:R:3
C 2.42808 4.51986 2.28507
C 2.16679 3.72383 1.04391
C 1.55995 2.47405 1.12326
C 1.32533 1.72751 -0.01159
C 1.69790 2.20676 -1.26762
C 1.43254 1.39020 -2.45248
N 0.34829 0.71740 -2.47500
N 0.06879 -0.08526 -3.53491
C -0.97758 -1.04651 -3.28245
C -0.53713 -2.02976 -2.19350
O 0.61214 -2.14034 -1.82869
N -1.55815 -2.75278 -1.68730
C -1.40897 -3.60667 -0.53251
C -2.03681 -2.99887 0.74439
N -1.49321 -1.75063 1.22712
C -1.88651 -0.57224 0.46750
C -2.11879 0.64338 1.37721
C -2.38834 1.87957 0.52401
C -3.27112 0.37149 2.33852
C -0.06517 -1.76206 1.50978
C 0.33761 -2.74793 2.61078
C -0.43663 -2.46266 3.89444
C 1.84158 -2.64373 2.85404
C 0.65878 -0.00742 -4.76003
O 0.32837 -0.73073 -5.67844
C 1.67653 1.10918 -4.88542
C 2.43079 1.29905 -3.57457
C 2.30967 3.45460 -1.34936
C 2.53465 4.20035 -0.20740
H 3.25914 4.08392 2.84013
H 2.68136 5.54908 2.04369
H 1.55528 4.51417 2.93528
H 1.27184 2.08744 2.09058
H 0.86935 0.75315 0.05107
H -1.88514 -0.52217 -2.96611
H -1.15758 -1.58047 -4.22002
H -2.49644 -2.57070 -2.00620
H -1.88376 -4.57223 -0.73169
H -0.33853 -3.76126 -0.39275
H -1.93771 -3.74479 1.53760
H -3.10704 -2.84678 0.57279
H -1.13876 -0.30540 -0.29311
H -2.82774 -0.78535 -0.04628
H -1.21472 0.82240 1.96554
H -1.55525 2.06866 -0.14986
H -2.52621 2.75447 1.15512
H -3.29001 1.74227 -0.07016
H -3.38642 1.19171 3.04330
H -4.20463 0.25615 1.79097
H -3.07824 -0.54337 2.89173
H 0.19391 -0.75961 1.85748
H 0.53079 -1.95832 0.60405
H 0.11890 -3.76967 2.28426
H -0.19231 -1.47058 4.26753
H -1.50586 -2.50182 3.70652
H -0.18762 -3.19115 4.66304
H 2.15471 -3.35766 3.61251
H 2.39260 -2.84856 1.93901
H 2.10419 -1.64409 3.19440
H 1.12556 2.02144 -5.14061
H 2.34692 0.87870 -5.71344
H 3.05940 0.42271 -3.37815
H 3.08074 2.17212 -3.61632
H 2.58709 3.86500 -2.30944
H 3.00281 5.17098 -0.29123
```

Computed properties:
Spin multiplicity ... 1

natural (NBO) population analysis, charges in e, atoms 1 to 6:
1 C -0.631
2 C 0.003
3 C -0.211
4 C -0.189
5 C -0.015
6 C 0.227

<ii>
ORCA calculation (ωB97M-V/def2-TZVPD) on C23H36N4O2 in the gas phase.

The geometry in XYZ format:
```
65
Properties=species:S:1:pos:R:3
C -0.23635 -2.75386 -2.15656
C -1.18534 -2.99289 -0.98403
C -2.51796 -2.29598 -1.23735
C -0.56281 -2.57854 0.35780
C -0.34110 -1.06698 0.55525
N -1.53891 -0.40569 1.02256
C -2.03494 0.69810 0.41309
O -1.65462 1.05117 -0.68638
C -3.10448 1.41226 1.23380
C -4.33335 0.52170 1.45870
C -5.11270 0.31408 0.16417
C -5.56674 1.65122 -0.41955
C -6.36964 1.44065 -1.69966
C -4.33865 2.51999 -0.68359
C -3.52413 2.73565 0.58872
C 0.71765 -0.88327 1.64751
O 0.37750 -0.75848 2.81324
N 2.01220 -0.90211 1.27416
C 2.47938 -0.93794 -0.10089
C 3.99002 -1.15668 -0.12620
N 4.66831 -0.10161 0.58855
C 5.66203 0.61030 -0.01421
C 6.24063 1.74550 0.58146
C 7.26786 2.38283 -0.07890
C 7.70150 1.89970 -1.30854
C 7.06228 0.78478 -1.81634
N 6.07914 0.15457 -1.19942
C 4.05148 0.33234 1.82345
C 3.03512 -0.70471 2.28396
H -0.67689 -3.13943 -3.07293
H 0.71407 -3.26165 -2.00071
H -0.05268 -1.69176 -2.29862
H -1.36834 -4.07261 -0.91540
H -2.99884 -2.71590 -2.11829
H -2.36333 -1.23491 -1.40917
H -3.18557 -2.42296 -0.38832
H 0.39518 -3.09316 0.46926
H -1.20697 -2.92070 1.17105
H -0.05235 -0.57512 -0.37530
H -1.72029 -0.55037 2.00709
H -2.64728 1.62699 2.20862
H -4.03151 -0.44459 1.86841
H -4.98179 1.00694 2.19310
H -4.48014 -0.19459 -0.56518
H -5.98003 -0.32140 0.35968
H -6.20545 2.15544 0.31629
H -7.24700 0.82652 -1.50698
H -6.69992 2.39427 -2.10546
H -5.75909 0.94226 -2.44953
H -3.70638 2.03602 -1.42816
H -4.64771 3.48922 -1.08142
H -2.63150 3.31698 0.35095
H -4.11775 3.30229 1.31109
H 2.24496 0.00974 -0.60277
H 1.99138 -1.74895 -0.64461
H 4.23224 -2.13176 0.31382
H 4.36004 -1.14148 -1.15254
H 5.89179 2.11767 1.53029
H 7.72953 3.25683 0.35841
H 8.50299 2.37694 -1.84843
H 7.34490 0.36091 -2.77190
H 4.81375 0.44786 2.60196
H 3.54672 1.30042 1.68776
H 2.53180 -0.36846 3.19312
H 3.53807 -1.65364 2.50005
```

Computed properties:
Spin multiplicity ... 1

natural (NBO) population analysis, charges in e, atoms 1 to 6:
1 C -0.611
2 C -0.209
3 C -0.618
4 C -0.390
5 C -0.158
6 N -0.622

Taking the most stable structure as the zero point, the relative energies in kcal/mol are <i> 28.5; <ii> 0.0.